(1)
2 unconnected molecules or ions with the total composition C5H10NO3. Source: the OMol25 dataset; level of theory: the ωB97M-V functional and the def2-TZVPD basis.

```
19
Properties=species:S:1:pos:R:3
C -0.07481 2.07823 -0.31980
C 1.07672 -1.49493 -0.09318
C 0.16528 -0.47968 0.41935
C 0.84406 -3.04088 -0.16158
C -2.01755 3.23916 -1.02962
N 1.46795 -0.73277 1.18991
O 1.02485 2.43153 -0.30844
O -0.93669 -0.70983 1.14638
O -1.27225 2.14898 -0.51931
H 1.54445 -1.07005 -0.89044
H 1.51823 -3.41761 0.61435
H 1.08993 -3.43056 -1.21522
H -0.22169 -3.31650 0.13805
H -2.31618 3.00366 -2.05428
H -1.39997 4.25610 -1.20544
H -2.79449 3.42621 -0.22744
H 1.33029 -1.23085 2.02762
H 2.14266 -0.04170 1.08506
H -1.17079 -1.61850 1.40404
```

The calculation puts the HOMO-LUMO gap (spin up / spin down) at 0.304 / 0.304 Ha. The HOMO energy (spin up / spin down) comes out at -12.05 / -12.05 eV. The charge is +1. The lowest unoccupied orbital energy (spin up / spin down) comes out at -3.7832 / -3.7823 eV.

---

(2)
A molecular structure, C5H10NO3Tl. Source: the OMol25 dataset; level of theory: the ωB97M-V functional and the def2-TZVPD basis.

```
20
Properties=species:S:1:pos:R:3
Tl 1.42673 -12.49742 14.64887
C -3.44763 -14.27740 14.31895
C -2.02910 -13.93531 14.43245
O -1.51396 -12.82190 14.74730
O -1.09767 -14.71869 14.21079
H -3.59009 -15.23724 13.81500
H -3.96733 -13.50549 13.74471
H -3.87186 -14.32288 15.32703
C 0.50229 -11.30052 10.26394
C -0.23545 -11.20270 11.53177
O 0.28055 -11.01441 12.61832
N -1.60545 -11.27010 11.53513
C -2.42757 -10.88935 12.61200
H 0.03546 -11.86870 9.45738
H 1.44957 -11.81115 10.44446
H 0.75302 -10.31352 9.86907
H -2.02683 -11.55950 10.65334
H -3.48742 -10.94958 12.35109
H -2.23461 -9.86425 12.94484
H -2.38370 -11.61049 13.47953
```

The calculation puts the HOMO-LUMO gap at 0.163 Ha. The HOMO energy comes out at -18.16 eV. The charge is +2. The lowest unoccupied orbital energy comes out at -13.7321 eV.

---

(3)
A molecular structure, C5H10NO7S2. Source: the OMol25 dataset; level of theory: the ωB97M-V functional and the def2-TZVPD basis.

```
25
Properties=species:S:1:pos:R:3
C -1.64866 -1.62710 0.97629
C 0.95884 0.41820 -1.32574
C 1.52331 -1.07573 0.59017
C 0.09607 -1.74879 -1.28643
C -0.89031 -0.19996 0.42686
N 0.45187 -0.64450 -0.44318
O -0.90263 -2.41444 1.48987
O -0.69548 2.68031 -1.09275
O -2.84622 -1.58566 0.71349
O -1.23559 0.42511 2.85536
O 0.98235 2.63961 0.65049
O -0.71026 4.42544 0.60398
O -1.26332 2.12231 1.22512
S -0.35863 0.91124 1.82240
S -0.38735 3.08092 0.26863
H 0.26586 0.81534 -2.01107
H 1.34293 1.24555 -0.83057
H 1.79533 0.02604 -1.88688
H 1.10853 -1.93324 0.99369
H 2.37579 -1.12515 -0.00310
H 1.62214 -0.23072 1.14795
H -0.13503 -2.64658 -0.77614
H -0.80883 -1.58965 -1.85521
H 0.79706 -2.22943 -1.91462
H -1.43778 0.26088 -0.33863
```

The calculation puts the HOMO-LUMO gap at 0.307 Ha. The HOMO energy comes out at -5.54 eV. The charge is -1. The lowest unoccupied orbital energy comes out at 2.8291 eV.

---

(4)
A gas-phase ion, C5H10NOS (charge -1). Source: the OMol25 dataset; level of theory: the ωB97M-V functional and the def2-TZVPD basis.

```
18
Properties=species:S:1:pos:R:3
C -0.95534 -0.96977 -0.25947
C -1.55545 -0.87682 -1.66143
S -0.27856 -1.26515 -3.03530
C -1.09436 0.37712 0.42902
N -0.18987 0.74078 1.45279
C 1.14698 0.18572 1.41193
C 1.86800 0.89259 0.17939
O -1.97395 1.19976 0.23841
H 0.01697 -1.43967 -0.20572
H -1.63825 -1.68053 0.32256
H -1.82071 0.13430 -1.93387
H -2.24559 -1.68806 -1.79098
H -0.32108 1.68023 1.79389
H 1.76988 0.34952 2.29705
H 1.21116 -0.90882 1.28748
H 2.91539 1.14788 0.39606
H 1.88152 0.38701 -0.80794
H 1.26326 1.73392 -0.11386
```

The calculation puts the HOMO-LUMO gap at 0.216 Ha. The HOMO energy comes out at -2.37 eV. The charge is -1. The lowest unoccupied orbital energy comes out at 3.4973 eV.

---

(5)
A molecular structure, C5H10NOS2. Source: the OMol25 dataset; level of theory: the ωB97M-V functional and the def2-TZVPD basis.

```
19
Properties=species:S:1:pos:R:3
C -0.24438 -0.58603 0.34719
C 0.48862 0.56852 0.03958
C 2.78147 0.15976 -0.00184
C -1.65711 -0.81129 0.04139
C -0.28817 1.66192 -0.67877
N 0.47094 -1.66166 0.96224
O 1.77475 0.91874 0.19091
S 4.41504 0.60626 0.26922
S 2.85674 -1.45468 -0.74764
H -2.30496 -0.25612 0.66442
H -1.84702 -1.82919 0.11198
H -1.94680 -0.37592 -0.90617
H 0.34225 2.50415 -0.87391
H -1.32065 2.10096 -0.25582
H -0.66004 1.22718 -1.69373
H 1.24242 -1.31020 1.50372
H -0.33374 -2.24271 1.31008
H 4.10859 1.48130 1.16055
H 1.57192 -1.89530 -0.76337
```

The calculation puts the HOMO-LUMO gap (spin up / spin down) at 0.271 / 0.271 Ha. The HOMO energy (spin up / spin down) comes out at -12.33 / -12.33 eV. The charge is +1. The lowest unoccupied orbital energy (spin up / spin down) comes out at -4.9677 / -4.9671 eV.

---

(6)
C5H10NP in the gas phase. Source: the OMol25 dataset; level of theory: the ωB97M-V functional and the def2-TZVPD basis.

```
17
Properties=species:S:1:pos:R:3
C 1.27660 -0.35150 -0.05579
C 0.61988 -1.66043 -0.42498
C -0.72762 -1.54849 0.30239
C -1.10370 -0.14963 0.00206
C 0.26052 1.90259 -0.45196
N 0.17696 0.56818 0.18018
P 2.89560 -0.06821 0.33802
H 0.72406 -1.82532 -1.56344
H 1.06194 -2.57412 -0.02533
H -1.51349 -2.15791 -0.23725
H -0.62986 -1.95998 1.29914
H -1.30778 -0.31493 -1.04490
H -1.86791 0.42414 0.58870
H -0.26131 1.81102 -1.37008
H -0.21257 2.58394 0.24965
H 1.40018 2.22380 -0.64088
H 2.73542 1.36999 0.57698
```

The calculation puts the HOMO-LUMO gap (spin up / spin down) at 0.234 / 0.295 Ha. The HOMO energy (spin up / spin down) comes out at -5.37 / -9.54 eV. The spin multiplicity is 3. The lowest unoccupied orbital energy (spin up / spin down) comes out at 1.0071 / -1.4983 eV. The expectation value of S² is 2.01.

---

(7)
2 unconnected molecules or ions with the total composition C5H10NS. Source: the OMol25 dataset; level of theory: the ωB97M-V functional and the def2-TZVPD basis.

```
17
Properties=species:S:1:pos:R:3
C -1.75724 2.42739 0.55527
C -1.82693 2.48940 -0.78844
C -0.35226 0.83544 1.49771
N -0.62196 2.07439 1.25854
H -2.67552 2.55898 1.15429
H -0.88157 2.41500 -1.33747
H -2.76147 2.48165 -1.33205
H 0.68982 0.53449 1.38939
H -1.12621 0.08853 1.72998
C 1.48091 -2.77209 -0.49231
C 1.24745 -1.26009 -0.55566
S 2.51798 -0.34856 0.19948
H 1.72075 -3.13698 0.51254
H 2.31605 -3.05266 -1.14782
H 0.58066 -3.28730 -0.87875
H 0.23680 -1.07494 -0.14192
H 1.21275 -0.97264 -1.62279
```

The calculation puts the HOMO-LUMO gap at 0.228 Ha. The HOMO energy comes out at -2.46 eV. The charge is -1. The lowest unoccupied orbital energy comes out at 3.7412 eV.

---

(8)
C5H10O in the gas phase. Source: the OMol25 dataset; level of theory: the ωB97M-V functional and the def2-TZVPD basis.

```
16
Properties=species:S:1:pos:R:3
C 1.43575 -1.31358 -0.93390
C 1.06374 -0.13418 -0.04947
O 0.49635 0.85879 -0.90641
C -0.29495 0.39761 0.18905
C -0.50897 1.60580 1.08325
C -1.52325 -0.44525 -0.06533
H 2.49829 -1.55705 -0.83155
H 1.25272 -0.97607 -1.95941
H 0.88314 -2.24043 -0.76655
H 1.85294 0.19422 0.63202
H 0.42836 2.16500 1.14479
H -1.22118 2.23567 0.53661
H -0.90805 1.44096 2.09000
H -1.98780 -0.65801 0.90336
H -1.29738 -1.40716 -0.53430
H -2.26354 0.08004 -0.67812
```

The calculation puts the HOMO-LUMO gap at 0.403 Ha. The HOMO energy comes out at -9.89 eV. The lowest unoccupied orbital energy comes out at 1.0717 eV.

---

(9)
2 unconnected molecules or ions with the total composition C5H10O. Source: the OMol25 dataset; level of theory: the ωB97M-V functional and the def2-TZVPD basis.

```
16
Properties=species:S:1:pos:R:3
C 0.56646 0.88684 -1.29665
C 0.96455 -0.12365 -0.25299
C 0.09719 1.00639 1.75242
O -1.08049 0.73639 1.78225
C 0.16376 -1.11534 0.15120
C -1.20737 -1.31544 -0.41072
H 0.64317 0.43269 -2.28990
H 1.20876 1.77409 -1.28084
H -0.46970 1.22922 -1.16476
H 1.96589 -0.04615 0.16565
H 0.48106 1.94485 1.30528
H 0.88409 0.39828 2.23881
H 0.46097 -1.74982 0.98737
H -1.68383 -2.22592 -0.03779
H -1.14799 -1.37246 -1.50413
H -1.84653 -0.45998 -0.14519
```

The calculation puts the HOMO-LUMO gap at 0.371 Ha. The HOMO energy comes out at -9.18 eV. The lowest unoccupied orbital energy comes out at 0.9067 eV.

---

(10)
C5H10O in the gas phase. Source: the OMol25 dataset; level of theory: the ωB97M-V functional and the def2-TZVPD basis.

```
16
Properties=species:S:1:pos:R:3
C -1.70491 0.04963 1.45625
C -0.19198 0.25275 1.43950
C 0.36389 0.60158 0.06131
C 1.31242 -0.38418 -2.12938
C 0.47935 -0.58359 -0.87879
O -0.04600 -1.65286 -0.64974
H -1.99570 -0.75269 0.77291
H -2.05086 -0.22021 2.45975
H -2.22750 0.96709 1.15809
H 0.07953 1.05063 2.14181
H 0.30116 -0.66182 1.78919
H 1.35432 1.06946 0.13873
H 2.24162 -0.95915 -2.01039
H 0.78116 -0.79107 -2.99746
H 1.57217 0.66486 -2.30775
H -0.26866 1.34956 -0.44403
```

The calculation puts the HOMO-LUMO gap at 0.389 Ha. The HOMO energy comes out at -9.58 eV. The lowest unoccupied orbital energy comes out at 1.0168 eV.

---

(11)
C5H10O in the gas phase. Source: the OMol25 dataset; level of theory: the ωB97M-V functional and the def2-TZVPD basis.

```
16
Properties=species:S:1:pos:R:3
C 1.62315 0.65674 0.51363
C 0.92597 0.12722 -0.74286
C -0.53255 -0.16072 -0.34927
C -0.98524 -1.57139 -0.07818
C -1.21079 0.94487 0.34313
O -1.58057 0.57375 -0.97369
H 1.38242 0.03382 1.38662
H 1.24842 1.65680 0.74946
H 2.70625 0.70999 0.40743
H 1.48102 -0.73443 -1.15231
H 0.94274 0.86843 -1.55132
H -1.65387 -1.83485 -0.90387
H -0.15939 -2.28616 -0.03440
H -1.56282 -1.60955 0.85170
H -0.69242 1.89747 0.36357
H -1.91917 0.78948 1.16965
```

The calculation puts the HOMO-LUMO gap at 0.405 Ha. The HOMO energy comes out at -10.00 eV. The lowest unoccupied orbital energy comes out at 1.0317 eV.

---

(12)
C5H10O in the gas phase. Source: the OMol25 dataset; level of theory: the ωB97M-V functional and the def2-TZVPD basis.

```
16
Properties=species:S:1:pos:R:3
C -1.35777 -0.76016 -1.13645
C -1.00637 -0.59635 0.33812
C 0.79493 0.13888 1.34537
C 1.98468 -0.03437 0.46551
C -0.31955 0.78921 0.65036
O -0.10606 1.49865 -0.57054
H -0.46742 -0.68944 -1.76664
H -2.05349 0.01512 -1.46736
H -1.81576 -1.74171 -1.29593
H -1.88141 -0.69440 0.98600
H -0.34924 -1.43118 0.64019
H 2.66240 0.75758 0.83238
H 2.51184 -0.97216 0.66494
H 1.84487 0.12270 -0.61331
H -0.96452 1.38728 1.30684
H 0.52288 2.21034 -0.37949
```

The calculation puts the HOMO-LUMO gap at 0.329 Ha. The HOMO energy comes out at -8.31 eV. The lowest unoccupied orbital energy comes out at 0.6492 eV.

---

Values of energy above the lowest of the compared OMol25 structures with the same formula, charge and spin, in order: 135.7, 0.0, 0.0, 27.3, 32.1, 24.4, 20.0, 30.4, 45.8, 1.3, 34.1, 88.8, all in kcal per mole.
Values of max |F|, in order: 4.5, 2.3, 4.1, 3.1, 6.4, 5.6, 2.2, 0.6, 0.7, 0.5, 0.6, 0.4, all in eV Å⁻¹.
Values of energy, in order: -12967.6177, -17651.6537, -42839.3086, -19720.3634, -30545.6581, -16121.3214, -17670.8913, -7393.4486, -7392.7775, -7394.7090, -7393.2881, -7390.9128, all in eV.